No. 1
ORCA calculation (ωB97M-V with the def2-TZVPD basis set) on a cluster of 7 separate species, C29H48BO27PS2 in total.

Summary:
**HOMO energy**: -0.342 Eh
**SMILES**: O=[SH](=O)C[C@@H]1[C@@H](OB(O)O)[C@@H](O)O[C@@H]1P(O)(O)=S.C[C@@H]1COC(=O)O1.C[C@@H]1COC(=O)O1.C[C@@H]1COC(=O)O1.C[C@@H]1COC(=O)O1.C[C@@H]1COC(=O)O1.C[C@@H]1COC(=O)O1
**Gap between HOMO and LUMO**: 9.2820 eV
**2S+1**: 1
**Lowest unoccupied orbital energy**: -0.04 eV

Each line ends with the Mulliken charge.
Positions of all 108 atoms, in Å:
O1 1.072 3.738 0.826  -0.6913
S1 0.987 2.304 0.672  1.1272
O2 1.983 1.473 1.304  -0.5709
C1 0.943 1.927 -1.067  -1.0801
C2 1.670 0.635 -1.439  0.9193
C3 2.443 0.851 -2.751  -0.7228
O3 3.523 1.751 -2.694  -0.4155
B1 4.827 1.351 -2.459  0.3904
O4 5.441 0.576 -3.414  -0.2907
O5 5.529 1.833 -1.365  -0.4965
C4 2.612 -0.577 -3.257  -0.0168
O6 3.411 -1.409 -2.452  -0.5112
O7 1.265 -0.991 -3.177  -0.4922
C5 0.861 -0.638 -1.847  0.9970
P1 -0.948 -0.594 -1.746  0.6262
O8 -1.466 0.342 -2.930  -0.4897
O9 -1.389 -2.056 -2.239  -0.5075
S2 -1.613 -0.078 -0.009  -0.2487
H1 -0.240 1.932 1.091  0.0122
H2 1.444 2.796 -1.506  0.4371
H3 -0.102 1.954 -1.383  0.3522
H4 2.360 0.348 -0.644  -0.0650
H5 1.712 1.281 -3.444  0.3157
H6 6.131 0.043 -3.019  0.2539
H7 5.368 1.403 -0.527  0.3089
H8 2.970 -0.671 -4.278  0.3882
H9 3.642 -0.978 -1.628  0.4047
H10 1.122 -1.430 -1.141  -0.5972
H11 -1.533 -0.123 -3.777  0.2926
H12 -0.788 -2.749 -1.929  0.3521
C6 3.602 -1.294 2.111  -1.1437
C7 2.458 -2.265 2.128  0.5740
C8 2.793 -3.729 2.288  -0.4386
O10 1.698 -4.366 1.599  -0.4078
C9 1.247 -3.508 0.667  0.3504
O11 0.460 -3.779 -0.190  -0.5667
O12 1.793 -2.289 0.835  0.1069
H13 3.233 -0.321 1.791  0.0806
H14 4.025 -1.198 3.111  0.4370
H15 4.388 -1.630 1.428  0.3238
H16 1.718 -1.967 2.869  0.0435
H17 2.832 -4.054 3.322  0.2941
H18 3.718 -3.996 1.770  0.3387
C10 2.108 3.743 4.169  -1.2640
C11 0.752 3.911 4.796  0.5279
C12 0.702 4.148 6.291  -0.5574
O13 -0.578 3.598 6.642  -0.3402
C13 -0.883 2.651 5.730  0.5316
O14 -1.800 1.895 5.822  -0.5718
O15 -0.019 2.688 4.699  -0.1693
H19 1.977 3.349 3.165  0.1258
H20 2.618 4.703 4.112  0.4045
H21 2.724 3.043 4.736  0.3477
H22 0.182 4.682 4.270  0.2734
H23 0.744 5.194 6.580  0.3053
H24 1.476 3.584 6.816  0.3098
C14 -2.054 -2.948 5.768  -1.4319
C15 -0.676 -2.826 6.358  0.5062
C16 -0.342 -1.503 7.016  -0.2163
O16 1.085 -1.429 6.835  -0.3392
C17 1.394 -2.148 5.743  0.6741
O17 2.459 -2.150 5.204  -0.5352
O18 0.336 -2.870 5.326  -0.3069
H25 -2.120 -3.833 5.136  0.3750
H26 -2.793 -3.034 6.564  0.3973
H27 -2.293 -2.077 5.156  0.3074
H28 -0.469 -3.655 7.041  0.2650
H29 -0.581 -1.456 8.075  0.3081
H30 -0.794 -0.659 6.497  0.0289
C18 -7.542 -0.893 -3.822  -1.4793
C19 -6.083 -0.707 -3.510  0.5681
C20 -5.703 0.601 -2.853  -0.1367
O19 -4.349 0.776 -3.293  -0.3092
C21 -4.200 0.116 -4.453  0.7094
O20 -3.223 0.179 -5.140  -0.6241
O21 -5.281 -0.641 -4.717  -0.3788
H31 -7.685 -1.754 -4.473  0.3824
H32 -8.094 -1.052 -2.896  0.3539
H33 -7.947 -0.015 -4.327  0.3638
H34 -5.701 -1.546 -2.923  0.2759
H35 -5.743 0.568 -1.769  -0.1199
H36 -6.298 1.437 -3.228  0.3903
C22 3.727 -2.134 -7.317  -1.3993
C23 5.149 -1.641 -7.260  0.5779
C24 5.340 -0.181 -6.909  -0.0751
O22 6.577 0.124 -7.565  -0.3599
C25 6.710 -0.718 -8.618  0.5875
O23 7.534 -0.618 -9.466  -0.5296
O24 5.766 -1.688 -8.561  -0.3877
H37 3.685 -3.119 -7.780  0.3823
H38 3.315 -2.210 -6.311  0.3331
H39 3.104 -1.458 -7.904  0.3660
H40 5.748 -2.271 -6.595  0.2774
H41 5.417 0.010 -5.842  -0.0614
H42 4.556 0.446 -7.341  0.3330
C26 -4.637 1.609 2.791  -1.4161
C27 -5.662 1.913 1.732  0.7519
C28 -7.033 2.341 2.216  -0.5620
O25 -7.885 1.895 1.149  -0.3299
C29 -7.276 0.851 0.549  0.6372
O26 -7.774 0.141 -0.267  -0.5446
O27 -6.007 0.724 0.990  -0.3164
H43 -3.776 1.109 2.351  0.1990
H44 -4.299 2.533 3.260  0.4108
H45 -5.051 0.955 3.560  0.3387
H46 -5.271 2.639 1.013  0.2336
H47 -7.145 3.413 2.354  0.3091
H48 -7.322 1.817 3.130  0.3190

---

No. 2
ORCA calculation (ωB97M-V with the def2-TZVPD basis set) on the ion C6H11N2 with charge +1 in a non-equilibrium geometry.

Summary:
**Energy relative to the best compared isomer or geometry (same formula, charge and spin)**: 691.3 kJ/mol
**HOMO energy (alpha / beta)**: -0.490 / -0.507 Eh
**Gap between HOMO and LUMO (alpha / beta)**: 6.7849 / 7.7696 eV
**2S+1**: 1
**Lowest unoccupied orbital energy (alpha / beta)**: -6.55 / -6.03 eV
**Net charge**: +1

Each line ends with the natural charge from an NBO analysis.
Positions of all 19 atoms, in Å:
C1 -0.080 -0.860 -0.763  -0.3086
C2 -0.260 -0.312 0.363  0.5154
C3 0.669 1.689 1.149  -0.5578
C4 -1.735 1.213 1.777  -0.5906
C5 0.429 -2.429 -3.226  -0.4857
C6 -0.365 0.627 1.427  -0.3659
N1 0.565 -0.422 -2.002  -0.0160
N2 0.756 -1.134 -2.949  0.0442
H1 -0.510 -1.881 -0.985  0.3069
H2 0.326 2.353 0.461  0.2233
H3 1.618 1.268 0.907  0.2310
H4 0.777 2.294 2.011  0.2476
H5 -2.345 0.392 2.026  0.2340
H6 -2.226 1.890 0.961  0.2392
H7 -1.549 1.977 2.472  0.2419
H8 -0.412 -2.727 -2.491  0.1949
H9 1.424 -2.939 -3.247  0.2876
H10 0.035 -2.487 -4.244  0.2773
H11 0.164 0.040 2.230  0.2813